[1]
Here is an isolated molecule of C22H25N3O5S2 in a non-equilibrium geometry from OMol25. Energies are from ωB97M-V with the def2-TZVPD basis set.

Values from the calculation:
Multiplicity: 1
LUMO energy, eV: 0.42
ΔE to the lowest compared entry with this formula, charge and spin, kcal/mol: 19.0
Total charge: 0
HOMO, eV: -8.0
Strongest force on any atom, eV/Å: 1.19
SMILES: CCOc1ccc(NC(=O)CN2C(=O)CSc3ccc(S(=O)(=O)N4CCCC4)cc32)cc1

Geometry (Å):
C 8.27718 0.24667 -0.15441
C 7.43617 1.31215 0.54357
O 6.39881 0.75968 1.32773
C 5.28123 0.26750 0.72887
C 4.97772 0.35438 -0.62609
C 3.79224 -0.17375 -1.10451
C 2.88978 -0.79823 -0.25329
N 1.70981 -1.31855 -0.81283
C 0.72270 -2.01558 -0.20499
O 0.66939 -2.31565 0.96515
C -0.38703 -2.43950 -1.18767
N -1.48286 -3.02860 -0.44879
C -1.40756 -4.38283 -0.24869
O -0.63935 -5.08224 -0.86910
C -2.34536 -4.93486 0.79554
S -4.03971 -4.38946 0.45626
C -3.68858 -2.66689 0.53670
C -4.67275 -1.79877 0.99355
C -4.42425 -0.44285 1.08842
C -3.17003 0.02119 0.74228
S -2.80091 1.76823 0.86600
O -1.59917 2.01751 0.11258
O -2.83321 2.17546 2.23803
N -4.17271 2.39635 0.11339
C -4.04339 2.42748 -1.33060
C -3.44873 3.80434 -1.63201
C -4.12077 4.70485 -0.58863
C -4.55506 3.73785 0.53290
C -2.18290 -0.82479 0.28389
C -2.42565 -2.19094 0.14770
C 3.18715 -0.88253 1.10412
C 4.36685 -0.35593 1.58103
H 7.67417 -0.33079 -0.85092
H 8.69274 -0.43429 0.58396
H 9.09115 0.71898 -0.69767
H 7.03504 2.03125 -0.18147
H 8.05416 1.85914 1.26120
H 5.64666 0.83267 -1.32375
H 3.57111 -0.09762 -2.16046
H 1.61967 -1.15903 -1.80703
H -0.74183 -1.60115 -1.79006
H 0.00942 -3.22520 -1.84020
H -2.05884 -4.57798 1.78712
H -2.32736 -6.02237 0.76701
H -5.63200 -2.20850 1.26851
H -5.17196 0.25046 1.43400
H -5.03920 2.31581 -1.77027
H -3.40861 1.60320 -1.65247
H -2.37365 3.76067 -1.45992
H -3.63820 4.12770 -2.65346
H -4.99296 5.20159 -1.01374
H -3.43868 5.46671 -0.21795
H -5.63962 3.75546 0.67383
H -4.07567 3.94194 1.48944
H -1.22719 -0.38591 0.05231
H 2.49521 -1.36115 1.77551
H 4.60739 -0.41330 2.63037

Force components x, y, z for each atom (eV/Å):
-0.3 0.2 0.2
0.4 0.0 -0.2
-0.1 -0.1 0.2
-0.3 -0.1 0.0
0.3 0.1 0.1
-0.2 -0.1 0.2
0.3 0.1 0.1
0.0 0.1 -0.3
-0.3 -0.1 -0.5
0.1 0.0 0.2
0.0 -0.3 0.2
0.3 0.3 -0.4
-0.2 -0.4 0.1
0.2 -0.1 0.0
-0.3 0.1 0.1
0.2 0.0 -0.1
0.1 -0.2 0.0
0.2 0.1 0.0
-0.1 -0.1 0.1
0.1 0.4 -0.1
-0.4 -0.3 -0.1
-0.1 -0.1 -0.1
-0.2 0.0 0.1
0.8 -0.6 0.7
0.1 -0.1 -0.6
0.0 -0.1 -0.1
0.0 0.0 0.0
-0.1 0.5 0.5
0.2 0.0 0.0
-0.6 0.3 0.3
-0.1 -0.1 0.0
0.3 0.2 -0.2
0.0 -0.1 -0.1
0.1 -0.1 0.0
0.1 0.0 -0.1
0.0 0.0 0.1
-0.1 0.0 -0.1
0.1 0.0 0.0
0.0 0.0 -0.1
-0.1 -0.1 0.2
0.0 0.0 0.0
0.0 0.2 0.1
0.1 -0.1 0.0
0.1 0.1 0.0
-0.1 0.0 0.1
-0.2 0.0 0.0
0.1 0.0 0.0
-0.1 0.0 -0.2
0.0 0.0 -0.1
0.0 0.0 0.0
0.0 0.1 0.0
0.0 0.1 0.0
0.1 0.0 0.0
-0.2 0.1 0.0
0.1 0.0 -0.1
0.0 0.0 0.0
0.0 0.0 0.1


[2]
Here is an isolated molecule of C8H7NO3 in a non-equilibrium geometry from OMol25. Energies are from ωB97M-V with the def2-TZVPD basis set.

Values from the calculation:
Multiplicity: 1
LUMO energy, eV: 0.57
ΔE to the lowest compared entry with this formula, charge and spin, kcal/mol: 90.2
Total charge: 0
HOMO, eV: -9.0
Strongest force on any atom, eV/Å: 6.24
SMILES: O=[N+]([O-])[C@H]1Cc2ccccc2O1

Geometry (Å):
O -3.51730 1.28852 -0.71641
N -3.43263 0.13567 -0.45787
O -4.03127 -0.77802 -0.94093
C -2.34703 -0.30287 0.65004
C -1.20119 -1.26108 -0.21516
C -0.16257 -0.20022 -0.28885
C 1.06857 -0.40210 -0.91924
C 1.92417 0.67538 -0.59409
C 1.60973 1.85355 0.01069
C 0.43071 1.92010 0.72132
C -0.45135 0.90602 0.49322
O -1.59599 0.70189 1.22351
H -2.94642 -0.85020 1.37559
H -1.61039 -1.68932 -1.18804
H -0.73461 -1.92905 0.52462
H 1.51495 -1.25868 -1.22831
H 2.91220 0.70928 -1.12703
H 2.28609 2.61757 0.30528
H 0.17293 2.75890 1.31346

Force components x, y, z for each atom (eV/Å):
-0.3 1.6 -0.4
2.1 -0.5 1.9
-0.8 -0.9 -0.5
1.2 -2.2 -1.9
-2.2 1.8 1.4
0.6 -1.3 -1.9
-0.8 5.0 3.7
2.7 -0.3 -3.6
-0.7 -0.3 2.0
-1.0 0.1 -0.8
0.2 -1.1 0.0
-1.7 0.3 -0.3
0.1 0.2 0.0
0.6 0.4 1.6
-0.9 -0.7 -0.5
0.5 -2.5 -1.5
-0.7 -0.4 0.8
1.0 0.4 -0.7
-0.2 0.6 0.6


[3]
Here is a cluster of 13 separate species, C31H52Cl24NO10P in total in a non-equilibrium geometry from OMol25. Energies are from ωB97M-V with the def2-TZVPD basis set.

Values from the calculation:
Multiplicity: 1
LUMO energy, eV: -0.98
Total charge: 0
HOMO, eV: -9.2
Strongest force on any atom, eV/Å: 5.20

Geometry (Å):
C 1.84186 -4.56020 1.36815
C 1.36277 -3.55381 0.21545
O -0.06861 -3.47167 0.06867
C -0.43796 -2.55419 -1.00101
C -1.94975 -2.02232 -0.75485
O -2.13510 -0.91501 -1.69526
C -3.13740 0.00576 -1.21211
C -2.50687 1.03295 -0.11671
O -1.06966 1.01245 -0.36235
C -0.31735 1.31797 0.82420
C 1.18113 1.73737 0.47775
C 2.14870 1.83057 1.52659
C 1.85917 1.54608 3.05552
C 3.62735 2.30241 1.08876
O 4.33148 3.07336 1.77125
C 4.10305 1.70973 -0.33413
C 5.62826 1.30536 -0.44674
P 5.79739 -0.32294 0.55191
O 4.36251 -0.92211 0.62722
O 6.76690 -1.47532 -0.21701
O 6.24331 -0.03286 2.17456
C 3.14683 1.58502 -1.38239
N 3.56889 1.02951 -2.67075
C 3.94673 -0.40014 -2.60179
C 3.06207 -1.59567 -2.05392
O 5.09327 -0.69924 -3.05265
C 2.53972 1.12452 -3.73097
C 2.72997 2.10241 -5.00424
O 1.44331 0.49973 -3.70624
C 1.69565 2.12333 -1.00286
O 0.96897 2.84656 -1.70804
H 1.60799 -5.63948 1.06156
H 1.29223 -4.28233 2.34187
H 2.97376 -4.41079 1.52089
H 1.73101 -2.50710 0.54257
H 1.82096 -3.83458 -0.80930
H -0.34427 -3.06633 -2.02297
H 0.21475 -1.61111 -0.95836
H -2.69983 -2.85515 -0.92223
H -1.93892 -1.60967 0.31395
H -3.52592 0.62904 -2.11216
H -3.96734 -0.61100 -0.72830
H -2.91790 2.09137 -0.24019
H -2.77378 0.64972 0.93608
H -0.81155 2.25393 1.29696
H -0.37623 0.48921 1.62209
H 1.70641 2.51488 3.65953
H 0.95329 0.87256 3.22391
H 2.73788 1.01210 3.57750
H 5.98361 1.11006 -1.51047
H 6.27476 2.07434 0.11042
H 6.40194 -1.74918 -1.08681
H 5.58025 -0.53540 2.71431
H 2.25951 -1.24694 -1.33282
H 3.76277 -2.31168 -1.48710
H 2.66087 -2.16552 -2.95778
H 3.40438 1.54777 -5.73755
H 3.14466 3.10344 -4.65402
H 1.71246 2.30563 -5.48349
C 0.68819 1.49803 7.36523
Cl 1.30459 -0.00335 6.66021
Cl 1.85820 2.81357 7.19513
H -0.23186 1.77590 6.85677
H 0.48884 1.33458 8.42306
C -1.34815 4.62547 -0.48380
Cl -2.59688 4.52356 0.76736
Cl -2.04843 4.45333 -2.09885
H -0.85138 5.60084 -0.41075
H -0.62231 3.82808 -0.32680
C 0.98670 0.66658 -8.41568
Cl 0.91151 2.34075 -7.84811
Cl 2.13860 -0.28442 -7.47100
H -0.00085 0.21801 -8.32251
H 1.29730 0.66169 -9.45900
C -5.21352 -3.79839 0.66965
Cl -5.56898 -3.26397 -0.97788
Cl -4.03234 -2.74109 1.45282
H -6.13342 -3.78556 1.25201
H -4.81475 -4.81081 0.63152
C -2.95129 1.15094 3.94417
Cl -1.52185 0.91286 4.95642
Cl -3.41712 -0.35002 3.13547
H -3.77548 1.48326 4.57328
H -2.73351 1.90766 3.19064
C -0.15052 8.53013 0.01887
Cl 0.22291 6.89214 0.57287
Cl -1.59144 9.16327 0.82147
H 0.69367 9.17988 0.24291
H -0.32468 8.50827 -1.05570
C -2.68887 -5.10636 -3.76565
Cl -2.78861 -3.43082 -3.21379
Cl -1.59311 -6.04969 -2.74774
H -3.68146 -5.55215 -3.72478
H -2.32043 -5.12027 -4.79002
C -4.30522 1.80905 -5.25237
Cl -3.93996 0.16339 -4.72200
Cl -5.75701 2.43064 -4.45754
H -3.46349 2.45445 -5.00602
H -4.46531 1.80625 -6.32917
C -2.27031 -0.81045 9.15690
Cl -1.48935 0.73863 9.50388
Cl -2.74117 -0.92406 7.45633
H -1.57358 -1.61810 9.38388
H -3.15980 -0.90473 9.77788
C -2.26187 -4.46074 7.96351
Cl -1.77546 -6.11070 7.55961
Cl -1.41172 -3.87680 9.40140
H -2.02753 -3.80726 7.12516
H -3.33326 -4.44474 8.15578
C -9.14852 -2.48538 -1.33803
Cl -10.24919 -3.84584 -1.59036
Cl -9.72131 -1.43137 -0.03937
H -8.16578 -2.87067 -1.07216
H -9.08249 -1.90833 -2.25888
C 7.95481 0.77042 -4.45287
Cl 7.49771 1.29385 -6.07829
Cl 9.17577 1.84276 -3.75519
H 7.07086 0.77913 -3.81699
H 8.35952 -0.23866 -4.50707

Force components x, y, z for each atom (eV/Å):
-0.6 0.4 -0.5
0.8 0.5 0.3
0.3 0.4 -0.6
-0.6 0.6 0.1
2.1 0.3 0.2
-1.0 -0.7 1.0
0.0 0.7 0.0
-0.3 -0.9 -0.3
-0.1 0.2 1.5
-0.3 1.6 -0.1
2.5 -0.4 2.0
-1.1 -0.1 -1.8
0.4 0.1 0.3
0.0 0.6 0.5
-2.0 -2.7 -2.1
-1.2 0.1 -1.1
0.2 0.3 1.0
-4.4 -2.7 0.7
3.3 1.4 -0.1
-0.4 2.2 1.3
-0.1 -0.7 -2.8
1.7 0.5 2.8
-1.6 -0.5 0.4
3.5 -2.5 -0.7
0.5 0.4 0.2
-3.8 1.3 1.5
-4.7 0.1 -2.2
0.2 -0.3 1.3
4.5 1.6 0.7
-2.0 0.7 -0.1
2.6 -2.2 1.5
0.4 1.5 0.6
0.9 -0.6 -1.5
-1.8 -0.3 -0.3
-0.3 -1.4 -0.7
-0.5 0.4 1.6
0.0 0.8 1.4
-0.8 -1.3 -0.2
0.9 1.3 0.6
-0.2 -0.7 -1.4
0.7 -1.3 1.6
0.8 1.1 -0.7
0.5 -1.5 0.1
0.7 0.6 -1.5
0.8 -1.3 -0.4
0.3 1.0 -1.3
0.2 -1.4 -1.1
1.2 1.0 -0.5
-1.2 0.9 -1.1
-0.5 0.4 1.4
-1.0 -0.9 -1.1
-0.1 0.5 0.6
0.6 0.4 -0.8
1.0 -0.4 -1.2
-1.0 1.3 -0.9
0.3 1.0 1.2
-0.7 1.1 0.9
-0.1 -1.4 -0.6
1.6 -0.7 1.0
0.1 0.2 0.2
-0.1 -0.1 0.0
0.0 0.1 0.0
0.2 0.0 0.1
0.4 0.0 -0.4
0.2 -0.1 -0.3
0.0 0.2 0.2
0.0 -0.1 0.0
-0.9 -1.1 -0.4
-0.2 0.0 -0.2
-0.1 -0.1 -0.2
-0.2 0.0 -0.4
0.0 -0.1 -0.1
0.2 0.1 0.1
0.1 0.1 0.2
-0.1 -0.2 0.3
0.0 0.0 0.0
-0.4 -0.5 0.2
0.1 0.1 -0.1
0.1 0.2 -0.1
-0.1 0.3 0.0
0.0 0.1 -0.4
-0.1 0.2 0.3
0.1 -0.2 0.0
0.1 -0.2 0.0
0.1 0.3 -0.1
1.0 1.1 0.7
0.1 0.0 -0.1
-0.1 -0.2 0.1
-0.1 -0.1 0.2
-0.2 0.0 -0.2
-0.2 -0.2 -0.8
0.0 -0.1 0.0
0.2 0.1 0.1
0.0 0.0 0.2
0.2 0.1 -0.2
0.1 0.0 -0.2
0.0 0.1 0.0
-0.1 -0.1 0.1
-0.1 -0.1 0.2
0.0 -0.1 0.3
-0.4 -0.1 0.4
-0.1 -0.2 0.2
-0.2 0.6 -0.2
0.1 0.1 -0.1
-0.2 0.0 -0.3
-0.1 0.0 0.0
0.1 -0.5 0.1
0.1 -0.1 0.2
0.2 -0.1 0.1
0.2 0.0 -0.1
0.0 0.0 -0.1
0.1 0.1 0.0
-0.3 0.0 0.0
-0.1 -0.1 0.2
-0.1 -0.2 0.1
-0.1 -0.1 0.0
0.0 0.0 0.1
0.1 0.1 -0.2
0.0 0.2 -0.1


[4]
Here is a structure of composition C54H62GeMgN9 in a non-equilibrium geometry from OMol25. Energies are from ωB97M-V with the def2-TZVPD basis set.

Values from the calculation:
Multiplicity: 2
LUMO energy (spin up / spin down), eV: -0.56 / -0.77
ΔE to the lowest compared entry with this formula, charge and spin, kcal/mol: 4.2
Total charge: 0
HOMO (spin up / spin down), eV: -6.3 / -6.3
Strongest force on any atom, eV/Å: 1.04

Geometry (Å):
Mg 0.01986 -0.56895 -0.67660
C 0.21883 -6.47692 1.70686
C -0.89212 -5.47900 2.06259
C -1.05335 -4.41244 1.02371
C -1.97682 -4.33869 0.02540
C -3.09191 -5.29021 -0.28015
C -2.69610 -6.34142 -1.32619
C -1.65825 -3.14855 -0.74368
C -2.29802 -2.76284 -1.92009
C -1.95268 -1.69385 -2.74869
C -2.67966 -1.30962 -3.94978
C -3.84725 -2.04881 -4.52868
C -3.41000 -3.23814 -5.39428
C -2.06923 -0.18962 -4.42533
C -0.97958 0.10467 -3.50812
C -0.15812 1.22580 -3.58936
C 0.85343 1.59050 -2.70034
N 1.19269 0.89519 -1.57773
C 2.28730 1.51120 -1.05410
C 2.93109 1.12821 0.11983
C 2.62615 0.02624 0.90784
N 1.60883 -0.85523 0.66481
C 1.76554 -1.87610 1.55633
C 0.91732 -2.97453 1.66867
C -0.19036 -3.25350 0.87506
N -0.59770 -2.49758 -0.18417
C 2.91796 -1.63375 2.40338
C 3.42976 -0.43079 2.02522
C 4.60071 0.29690 2.61153
C 5.91050 0.01387 1.86184
C 3.45045 -2.55051 3.46459
C 2.86067 -2.27966 4.85442
C 2.65473 2.65636 -1.86417
C 1.74917 2.71744 -2.88099
C 1.64009 3.74788 -3.96250
C 2.35838 3.34146 -5.25562
C 3.84765 3.52829 -1.62662
C 5.14684 2.87106 -2.11121
N -0.92564 -0.83119 -2.52033
C -2.41137 0.60645 -5.64710
C -1.49767 0.27491 -6.83557
H 0.32332 -7.24252 2.47822
H 1.17789 -5.96769 1.59473
H -0.00329 -6.97247 0.75978
H -0.67185 -5.01946 3.02932
H -1.83413 -6.01872 2.17372
H -3.95957 -4.73197 -0.63941
H -3.39812 -5.79320 0.63824
H -2.36356 -5.86099 -2.24849
H -3.53592 -6.99809 -1.56178
H -1.87394 -6.95719 -0.95633
H -3.14361 -3.36458 -2.23409
H -4.44615 -1.36363 -5.13141
H -4.49122 -2.40536 -3.72151
H -2.79257 -2.89733 -6.22742
H -4.27345 -3.76873 -5.80153
H -2.81623 -3.94308 -4.80849
H -0.31727 1.88341 -4.43693
H 3.77809 1.72773 0.43248
H 1.15374 -3.68834 2.44986
H 4.71551 0.00644 3.65802
H 4.39972 1.37084 2.60689
H 6.15625 -1.04905 1.90736
H 6.73951 0.57610 2.29591
H 5.82144 0.28759 0.80860
H 4.53614 -2.43955 3.50923
H 3.25404 -3.58813 3.18624
H 3.02949 -1.24202 5.14991
H 3.31944 -2.92651 5.60463
H 1.78347 -2.45602 4.86182
H 2.06169 4.68743 -3.59995
H 0.58596 3.93748 -4.17632
H 3.43045 3.23229 -5.08032
H 2.21497 4.09248 -6.03517
H 1.98130 2.38552 -5.62531
H 3.93269 3.75633 -0.56020
H 3.71316 4.48027 -2.14515
H 5.31539 1.92205 -1.59809
H 6.00692 3.51907 -1.92779
H 5.09504 2.66367 -3.18188
H -2.33827 1.67367 -5.42260
H -3.44902 0.41299 -5.92414
H -0.45142 0.45448 -6.58051
H -1.75085 0.88108 -7.70818
H -1.59577 -0.77742 -7.10971
C -0.07770 -0.37019 3.89413
Ge -0.67561 0.74067 2.37514
C -2.54164 1.23815 2.78933
C -3.32353 0.46374 3.64780
C -4.63260 0.83000 3.94912
C -5.18340 1.96840 3.37733
C -4.42026 2.74354 2.51034
C -3.11210 2.37991 2.21992
C 0.26021 2.48268 2.27369
C 0.46158 2.99958 1.01559
C 1.24752 4.15703 0.80110
C 1.85662 4.77022 1.85226
C 1.65143 4.30256 3.17670
C 2.24604 4.95706 4.28429
C 2.00584 4.53922 5.56060
C 1.12381 3.46124 5.79282
C 0.54322 2.80685 4.74401
C 0.81766 3.17346 3.39912
H -0.63466 -0.12506 4.79979
H 0.98750 -0.19934 4.05442
H -0.22832 -1.42414 3.65515
H -2.90684 -0.43592 4.09122
H -5.22009 0.22722 4.63205
H -6.20349 2.25280 3.60738
H -4.84665 3.63683 2.06754
H -2.51745 2.99880 1.55411
H 0.02720 2.50314 0.15182
H 1.38727 4.52541 -0.20969
H 2.49864 5.63125 1.69717
H 2.89233 5.80812 4.09670
H 2.46802 5.04629 6.39834
H 0.90504 3.15671 6.80904
H -0.16971 2.01686 4.92944
N -4.38991 2.20507 -2.15006
N -3.66967 1.38411 -1.30803
N -4.21001 0.33827 -0.72559
C -3.15581 -0.16995 -0.10466
N -2.04580 0.55216 -0.32779
N -2.40466 1.56060 -1.10559
H -5.33000 2.29230 -1.79199
H -3.90408 3.08654 -2.23174
H -3.19749 -1.04554 0.52472

Force components x, y, z for each atom (eV/Å):
0.3 -0.2 -0.3
0.0 0.0 0.0
0.1 0.0 -0.1
0.0 0.0 0.0
0.0 0.0 0.1
0.2 -0.1 -0.1
0.0 0.0 0.1
0.1 0.0 -0.1
0.1 0.1 0.0
0.0 0.0 0.0
0.0 0.0 0.0
0.2 -0.1 0.0
0.0 0.0 0.0
0.0 0.0 0.1
0.0 0.0 0.0
0.0 0.0 0.1
0.1 -0.1 -0.1
0.0 0.1 0.0
0.0 0.1 0.0
-0.1 -0.1 0.0
0.1 -0.1 -0.1
0.0 0.0 0.2
-0.1 0.1 0.0
0.0 0.0 -0.1
0.0 0.0 0.0
-0.2 0.0 0.1
0.0 0.0 -0.1
-0.1 0.1 0.0
0.1 -0.1 -0.2
-0.1 0.0 0.0
-0.1 0.1 0.1
0.0 0.0 -0.1
0.1 -0.1 0.0
-0.1 0.1 0.1
0.2 -0.2 -0.1
0.0 0.0 0.0
0.0 -0.1 0.0
0.0 0.0 0.0
-0.2 0.0 -0.2
0.2 -0.1 0.0
-0.1 0.0 0.1
0.0 0.0 0.0
0.0 0.0 0.0
0.0 0.0 0.0
0.0 0.0 0.0
0.0 0.0 0.1
0.0 0.0 0.0
-0.1 0.0 0.0
0.0 0.0 0.0
0.0 0.0 0.0
0.0 0.0 0.0
0.0 0.0 0.0
0.0 0.0 0.0
0.0 0.0 0.0
0.0 0.0 0.0
0.0 0.0 0.0
0.0 0.0 0.0
0.0 0.0 0.0
0.0 0.0 0.0
0.0 0.0 0.0
0.0 0.0 0.0
0.0 0.0 0.0
0.0 0.0 0.0
0.0 0.0 0.0
0.0 0.0 0.0
0.0 0.0 0.0
0.1 0.0 0.0
0.0 0.0 0.0
0.0 0.0 0.0
0.0 0.0 0.0
0.0 0.0 0.0
0.0 0.0 0.0
0.0 0.0 0.0
0.0 0.0 0.0
0.0 0.0 0.0
0.0 0.0 0.0
0.0 0.0 0.0
0.0 0.0 0.0
0.0 0.0 0.0
0.0 0.0 0.0
0.0 0.0 0.0
0.0 0.0 0.0
0.0 0.0 0.0
0.0 0.0 0.0
0.0 0.0 0.0
0.1 -0.1 -0.2
-0.2 0.5 0.9
0.0 -0.1 -0.1
-0.1 0.0 -0.1
0.1 0.0 0.0
0.0 0.0 0.0
0.0 0.0 0.0
0.0 0.0 0.1
0.1 -0.1 -0.3
-0.1 0.0 0.1
-0.1 0.0 -0.1
0.0 0.0 0.1
0.0 -0.1 0.0
0.0 0.0 0.0
0.0 0.0 0.0
0.1 0.0 0.0
0.0 0.0 -0.2
0.0 0.1 0.0
0.0 0.0 0.0
-0.1 0.0 0.0
0.0 0.0 0.1
0.0 0.0 0.0
0.0 0.0 0.0
0.0 0.0 0.0
0.0 0.0 0.0
0.0 0.0 0.0
0.1 0.0 0.0
0.0 0.0 0.1
0.0 0.0 0.0
0.0 0.0 0.0
0.0 0.0 0.0
0.0 0.0 0.0
0.0 -0.1 0.0
0.0 -0.3 -0.3
0.0 0.1 0.1
0.1 0.1 0.0
0.1 0.1 0.1
-0.1 -0.1 -0.2
0.0 -0.2 0.2
0.0 0.1 0.1
0.0 0.1 0.1
0.1 0.1 -0.1